Below is a cluster of 10 separate species, C45H110O30S5 in total in a non-equilibrium geometry, with properties calculated with wB97M-V/def2-TZVPD.

```
190
Properties=species:S:1:pos:R:3:lowdin_charge:R:1
C 0.86 -1.97 4.62 -0.058
C 1.89 -2.73 5.50 -0.261
O 1.23 -3.21 6.68 -0.253
S 2.01 -4.15 7.75 0.654
C 1.09 -5.66 7.44 -0.125
O 3.36 -4.40 7.25 -0.300
O 1.74 -3.89 9.16 -0.293
H 1.28 -1.69 3.65 0.069
H 0.32 -1.28 5.26 0.079
H 0.16 -2.78 4.36 0.069
H 2.21 -3.51 4.82 0.105
H 2.76 -2.09 5.64 0.121
H 1.48 -6.13 6.54 0.037
H 0.03 -5.44 7.37 0.073
H 1.28 -6.28 8.31 0.069
C 0.09 -3.50 0.49 -0.059
C 1.17 -4.29 1.18 -0.270
O 0.60 -4.89 2.38 -0.273
S 1.43 -6.26 2.84 0.673
C 0.42 -7.50 1.95 -0.096
O 2.75 -6.16 2.27 -0.290
O 1.24 -6.51 4.28 -0.301
H 0.31 -2.53 0.03 0.066
H -0.63 -3.19 1.25 0.069
H -0.63 -4.08 -0.09 0.080
H 1.50 -5.08 0.51 0.100
H 2.06 -3.72 1.44 0.115
H -0.62 -7.57 2.26 0.075
H 0.86 -8.48 2.16 0.073
H 0.47 -7.09 0.95 0.058
C 5.59 -1.36 -3.56 -0.068
C 5.96 -1.13 -4.99 -0.287
O 4.91 -0.38 -5.47 -0.305
S 3.72 -0.99 -6.37 0.712
C 4.59 -0.88 -8.03 -0.085
O 3.51 -2.41 -5.98 -0.313
O 2.70 0.11 -6.39 -0.316
H 4.67 -1.88 -3.30 0.084
H 5.70 -0.47 -2.95 0.078
H 6.43 -1.98 -3.25 0.079
H 6.85 -0.52 -5.10 0.137
H 5.99 -2.04 -5.59 0.116
H 5.22 -1.76 -7.96 0.053
H 5.11 0.07 -8.15 0.077
H 3.82 -1.19 -8.74 0.066
C 5.44 -4.89 -1.09 -0.027
C 6.24 -5.51 0.16 -0.291
O 7.61 -5.38 0.11 -0.263
S 8.51 -6.01 1.39 0.688
C 8.38 -7.83 1.12 -0.093
O 9.89 -5.65 1.08 -0.301
O 7.96 -5.58 2.68 -0.291
H 4.43 -4.51 -0.94 0.051
H 5.28 -5.61 -1.90 0.070
H 5.99 -3.99 -1.35 0.060
H 5.77 -5.21 1.10 0.113
H 6.18 -6.60 0.12 0.089
H 8.77 -8.24 2.05 0.068
H 8.97 -8.10 0.24 0.075
H 7.31 -8.06 1.14 0.053
C -8.97 -2.89 6.11 -0.060
C -8.57 -1.45 5.75 -0.307
O -7.78 -1.36 4.62 -0.248
S -6.68 -0.18 4.45 0.657
C -6.23 -0.38 2.64 -0.087
O -7.35 1.11 4.49 -0.301
O -5.43 -0.44 5.12 -0.301
H -9.40 -3.29 5.19 0.068
H -9.78 -2.97 6.83 0.082
H -8.15 -3.60 6.22 0.079
H -9.46 -0.82 5.72 0.125
H -8.02 -1.12 6.64 0.118
H -5.26 0.04 2.36 0.052
H -7.04 0.08 2.06 0.050
H -6.23 -1.46 2.50 0.062
C 0.10 8.01 0.01 -0.110
O -1.09 7.64 0.70 -0.145
C -0.76 7.45 2.09 -0.197
C -1.14 6.01 2.31 -0.269
O -2.48 5.78 2.02 -0.066
C -2.71 4.44 2.60 -0.164
C -3.37 4.52 3.95 -0.160
O -2.62 5.22 5.03 -0.161
C -1.38 4.60 5.50 -0.114
H 0.94 7.35 0.20 0.083
H 0.41 9.01 0.32 0.087
H -0.03 8.04 -1.07 0.077
H -1.13 8.08 2.90 0.131
H 0.27 7.46 2.42 0.118
H -0.87 5.82 3.34 0.099
H -0.46 5.33 1.80 0.128
H -1.88 3.76 2.81 0.080
H -3.29 3.89 1.86 0.125
H -3.79 3.53 4.14 0.112
H -4.24 5.17 3.84 0.127
H -0.74 5.35 5.96 0.084
H -0.70 4.13 4.80 0.061
H -1.51 3.85 6.28 0.079
C -9.36 2.09 -3.41 -0.123
O -8.07 1.61 -2.99 -0.167
C -8.03 1.68 -1.55 -0.177
C -6.71 1.00 -1.10 -0.161
O -5.54 1.80 -1.32 -0.141
C -4.35 1.69 -0.48 -0.141
C -3.59 0.39 -0.64 -0.223
O -4.31 -0.80 -0.62 -0.174
C -3.49 -1.97 -0.72 -0.083
H -9.60 3.11 -3.10 0.080
H -10.24 1.47 -3.21 0.083
H -9.42 2.28 -4.48 0.079
H -8.78 0.97 -1.18 0.118
H -8.18 2.68 -1.16 0.128
H -6.45 0.18 -1.76 0.123
H -6.69 0.63 -0.08 0.096
H -4.66 1.71 0.56 0.102
H -3.72 2.58 -0.58 0.128
H -2.89 0.22 0.19 0.113
H -2.95 0.55 -1.51 0.109
H -4.08 -2.85 -0.99 0.091
H -2.88 -2.14 0.16 0.071
H -2.67 -1.87 -1.43 0.084
C -2.61 -5.68 -3.96 -0.076
O -1.61 -4.75 -4.50 -0.168
C -2.10 -3.93 -5.53 -0.237
C -1.04 -2.93 -5.80 -0.210
O -0.78 -2.06 -4.71 -0.129
C 0.21 -1.14 -4.93 -0.206
C 0.43 -0.47 -3.56 -0.152
O -0.75 0.26 -3.21 -0.156
C -0.47 1.51 -2.65 -0.125
H -2.10 -6.22 -3.16 0.079
H -3.19 -6.32 -4.62 0.085
H -3.30 -5.07 -3.38 0.075
H -2.97 -3.29 -5.35 0.129
H -2.43 -4.53 -6.38 0.128
H -1.40 -2.38 -6.67 0.128
H -0.11 -3.40 -6.11 0.131
H -0.16 -0.54 -5.77 0.135
H 1.13 -1.68 -5.18 0.092
H 1.32 0.16 -3.55 0.112
H 0.63 -1.31 -2.90 0.121
H -1.42 2.05 -2.69 0.089
H 0.26 2.08 -3.22 0.067
H -0.17 1.65 -1.61 0.070
C -1.95 1.34 3.62 -0.092
O -1.57 1.58 2.27 -0.215
C -0.15 1.76 2.08 -0.196
C 0.47 0.49 1.59 -0.143
O 1.94 0.61 1.60 -0.143
C 2.51 1.58 0.76 -0.219
C 3.92 1.18 0.34 -0.173
O 4.00 0.18 -0.72 -0.191
C 3.64 -1.15 -0.19 -0.070
H -3.03 1.19 3.63 0.085
H -1.94 2.02 4.47 0.071
H -1.33 0.48 3.89 0.083
H 0.34 2.38 2.83 0.138
H -0.25 2.45 1.24 0.121
H 0.07 0.17 0.63 0.121
H 0.22 -0.29 2.31 0.100
H 2.54 2.59 1.17 0.129
H 2.02 1.57 -0.22 0.118
H 4.54 0.89 1.19 0.129
H 4.22 2.12 -0.12 0.117
H 2.58 -1.37 -0.04 0.065
H 4.16 -1.47 0.71 0.089
H 4.00 -1.93 -0.86 0.056
C 1.13 9.51 -4.50 -0.140
O 1.90 8.40 -4.15 -0.158
C 2.54 8.57 -2.89 -0.190
C 3.44 7.35 -2.56 -0.159
O 2.77 6.26 -1.98 -0.127
C 2.11 5.31 -2.77 -0.197
C 2.66 3.87 -2.61 -0.162
O 3.93 3.61 -3.27 -0.171
C 4.19 2.24 -3.55 -0.104
H 0.49 9.96 -3.74 0.086
H 0.46 9.24 -5.31 0.087
H 1.61 10.39 -4.94 0.082
H 1.79 8.71 -2.12 0.096
H 3.16 9.46 -2.80 0.122
H 4.05 7.66 -1.71 0.123
H 4.12 7.12 -3.38 0.134
H 2.17 5.46 -3.84 0.130
H 1.04 5.21 -2.59 0.124
H 1.88 3.15 -2.85 0.091
H 2.81 3.95 -1.53 0.111
H 3.63 1.89 -4.42 0.068
H 3.85 1.58 -2.75 0.066
H 5.21 2.06 -3.87 0.086
```

Summary:
Frontier orbital gap in hartree: 0.3391
HOMO in eV: -9.27
Structure (SMILES): CCOS(C)(=O)=O.CCOS(C)(=O)=O.CCOS(C)(=O)=O.CCOS(C)(=O)=O.CCOS(C)(=O)=O.COCCOCCOC.COCCOCCOC.COCCOCCOC.COCCOCCOC.COCCOCCOC
Energy above the lowest of the compared OMol25 structures with the same formula, charge and spin in kcal per mole: 184.92
Lowest unoccupied orbital energy in eV: -0.04

=====

Below is a cluster of 12 separate species, C45H111N3O21 in total in a non-equilibrium geometry, with properties calculated with wB97M-V/def2-TZVPD.

```
180
Properties=species:S:1:pos:R:3:lowdin_charge:R:1
C -1.79 -1.88 -3.38 -0.066
N -0.39 -1.66 -3.22 0.026
C 0.41 -1.82 -4.27 -0.610
C 1.88 -1.78 -4.02 0.022
O -0.04 -2.16 -5.34 0.018
H -2.19 -1.71 -2.40 0.068
H -2.01 -2.91 -3.81 0.096
H -2.16 -1.22 -4.17 0.078
H -0.03 -1.57 -2.26 0.118
H 2.30 -2.75 -3.71 0.089
H 2.00 -1.01 -3.26 0.067
H 2.38 -1.43 -4.97 0.101
C -0.50 0.19 5.94 -0.087
N -0.90 1.36 5.22 0.012
C -0.67 1.35 3.89 -0.527
C -1.30 2.54 3.22 0.010
O 0.01 0.44 3.36 0.015
H -0.80 0.30 6.96 0.075
H 0.62 0.24 5.90 0.100
H -0.79 -0.84 5.59 0.085
H -1.69 1.84 5.61 0.133
H -0.66 3.39 3.26 0.073
H -2.25 2.87 3.61 0.079
H -1.43 2.39 2.12 0.080
C 1.38 -2.96 3.91 -0.078
N 2.17 -3.77 4.79 0.024
C 2.88 -4.81 4.36 -0.537
C 2.48 -5.45 3.02 0.001
O 3.75 -5.40 5.02 0.001
H 0.67 -3.52 3.35 0.064
H 2.09 -2.44 3.24 0.082
H 0.83 -2.24 4.50 0.076
H 2.54 -3.25 5.58 0.146
H 1.96 -6.39 3.22 0.089
H 3.32 -5.72 2.32 0.096
H 1.86 -4.78 2.43 0.035
C -2.50 -4.28 4.80 -0.079
O -2.55 -2.87 4.42 -0.208
C -3.50 -2.56 3.39 -0.193
C -3.56 -1.04 3.37 -0.170
O -4.52 -0.50 4.30 -0.192
C -5.81 -0.55 3.83 -0.139
H -1.72 -4.35 5.59 0.097
H -2.30 -4.88 3.88 0.090
H -3.41 -4.63 5.26 0.069
H -4.56 -2.97 3.41 0.141
H -3.11 -2.83 2.42 0.082
H -3.86 -0.83 2.35 0.108
H -2.55 -0.66 3.69 0.124
H -6.54 0.02 4.46 0.102
H -6.09 -1.63 3.66 0.083
H -5.76 -0.06 2.84 0.087
C 4.57 3.34 -0.11 -0.101
O 4.41 2.43 0.94 -0.159
C 3.15 2.62 1.53 -0.213
C 3.02 1.73 2.70 -0.183
O 3.32 0.41 2.28 -0.203
C 4.15 -0.32 3.13 -0.117
H 4.06 3.01 -0.99 0.075
H 5.64 3.39 -0.27 0.092
H 4.23 4.34 0.15 0.078
H 2.40 2.36 0.77 0.120
H 2.97 3.65 1.87 0.128
H 1.99 1.77 3.09 0.115
H 3.68 1.91 3.49 0.104
H 4.68 -1.10 2.56 0.093
H 3.60 -0.80 3.97 0.088
H 4.93 0.32 3.50 0.084
C -8.22 -1.59 1.44 -0.129
O -7.27 -2.61 1.44 -0.179
C -6.81 -2.87 0.13 -0.225
C -5.66 -3.79 0.08 -0.243
O -4.48 -3.16 0.41 -0.197
C -3.35 -3.85 -0.09 -0.084
H -9.09 -1.78 0.77 0.101
H -7.77 -0.67 1.16 0.073
H -8.58 -1.51 2.44 0.081
H -6.43 -1.93 -0.34 0.142
H -7.68 -3.14 -0.53 0.140
H -5.68 -4.07 -1.00 0.133
H -5.70 -4.71 0.67 0.139
H -3.15 -4.66 0.55 0.078
H -2.52 -3.13 0.02 0.073
H -3.41 -4.01 -1.17 0.097
C 2.86 -1.86 -0.15 -0.096
O 3.94 -1.82 -1.03 -0.172
C 4.58 -0.58 -1.03 -0.210
C 5.97 -0.77 -1.64 -0.195
O 6.00 -1.27 -2.97 -0.175
C 5.61 -0.25 -3.84 -0.137
H 3.19 -1.62 0.88 0.083
H 2.51 -2.88 -0.08 0.059
H 2.03 -1.24 -0.46 0.072
H 4.70 -0.13 -0.03 0.125
H 3.95 0.05 -1.66 0.108
H 6.55 -1.51 -1.05 0.138
H 6.51 0.20 -1.56 0.125
H 6.36 0.58 -3.82 0.093
H 4.55 0.13 -3.61 0.081
H 5.66 -0.68 -4.87 0.096
C -2.56 7.49 3.13 -0.108
O -3.35 6.49 2.49 -0.191
C -2.55 5.76 1.56 -0.225
C -3.38 4.63 1.01 -0.193
O -2.60 3.84 0.13 -0.207
C -3.28 3.03 -0.79 -0.102
H -1.66 7.11 3.62 0.080
H -3.25 8.06 3.82 0.108
H -2.19 8.22 2.36 0.092
H -1.70 5.33 2.10 0.104
H -2.16 6.48 0.84 0.127
H -4.24 5.11 0.51 0.137
H -3.78 4.05 1.83 0.118
H -3.93 3.61 -1.42 0.082
H -3.89 2.26 -0.23 0.107
H -2.59 2.45 -1.40 0.068
C 0.04 -5.55 -4.07 -0.134
O 0.93 -5.48 -3.04 -0.171
C 0.33 -5.76 -1.77 -0.193
C 1.29 -6.25 -0.77 -0.184
O 2.28 -5.30 -0.31 -0.220
C 3.33 -5.10 -1.21 -0.113
H -0.51 -4.61 -4.22 0.073
H -0.61 -6.41 -3.95 0.084
H 0.55 -5.70 -5.01 0.095
H -0.41 -6.56 -1.94 0.131
H -0.15 -4.85 -1.40 0.124
H 1.90 -7.09 -1.19 0.145
H 0.78 -6.55 0.10 0.107
H 3.22 -4.17 -1.74 0.065
H 3.41 -5.99 -1.84 0.091
H 4.26 -5.06 -0.57 0.114
C 2.93 2.67 -4.30 -0.141
O 1.80 2.87 -5.07 -0.154
C 1.86 1.91 -6.12 -0.243
C 0.79 2.16 -7.05 -0.201
O -0.53 2.07 -6.47 -0.179
C -0.88 0.82 -5.82 -0.084
H 2.74 1.78 -3.64 0.076
H 3.09 3.58 -3.73 0.089
H 3.85 2.50 -4.85 0.085
H 1.87 0.86 -5.73 0.135
H 2.79 1.97 -6.67 0.123
H 0.93 1.46 -7.86 0.128
H 0.74 3.13 -7.48 0.120
H -1.96 0.88 -5.66 0.084
H -0.43 0.85 -4.82 0.059
H -0.66 -0.11 -6.38 0.092
C 0.36 7.05 -3.04 -0.079
O 0.55 6.83 -1.65 -0.222
C 0.59 5.48 -1.32 -0.240
C 0.75 5.32 0.15 -0.162
O 2.05 5.69 0.69 -0.217
C 2.33 7.08 0.66 -0.088
H 1.20 6.57 -3.54 0.088
H 0.37 8.17 -3.19 0.108
H -0.64 6.69 -3.30 0.087
H 1.38 4.93 -1.83 0.121
H -0.32 5.01 -1.80 0.130
H 0.67 4.23 0.36 0.124
H -0.02 5.81 0.74 0.098
H 3.43 7.15 0.80 0.094
H 1.79 7.57 1.48 0.090
H 2.07 7.47 -0.32 0.073
C 0.00 -2.31 0.76 -0.106
O -0.58 -1.54 -0.24 -0.206
C -0.98 -0.26 0.09 -0.208
C 0.14 0.73 0.11 -0.177
O 0.89 0.99 -1.10 -0.196
C 0.22 1.71 -2.15 -0.064
H 0.22 -3.29 0.36 0.090
H -0.76 -2.37 1.55 0.090
H 0.85 -1.87 1.26 0.068
H -1.50 -0.22 1.08 0.133
H -1.77 -0.03 -0.58 0.105
H 0.86 0.53 0.87 0.097
H -0.32 1.70 0.42 0.114
H -0.03 2.71 -1.80 0.073
H -0.71 1.20 -2.38 0.066
H 0.83 1.68 -3.07 0.068
```

Summary:
Frontier orbital gap in hartree: 0.3459
HOMO in eV: -9.09
Structure (SMILES): CNC(C)=O.CNC(C)=O.CNC(C)=O.COCCOC.COCCOC.COCCOC.COCCOC.COCCOC.COCCOC.COCCOC.COCCOC.COCCOC
Energy above the lowest of the compared OMol25 structures with the same formula, charge and spin in kcal per mole: 138.62
Lowest unoccupied orbital energy in eV: 0.32